The following is a DFT calculation (ωB97M-V with the def2-TZVPD basis set) of a molecular structure, C32H52O4SbSi3Sn at a distorted geometry.

Positions of all 93 atoms, in Å:
Sn1 0.05 0.23 0.48
C1 -2.27 -1.40 3.02
C2 -2.63 -0.07 3.37
C3 -2.69 0.68 2.23
C4 -2.33 -0.15 1.11
C5 -2.09 -1.47 1.67
H1 -2.19 -2.21 3.73
H2 -2.85 0.25 4.37
H3 -3.01 1.71 2.16
H4 -2.80 -0.03 0.14
H5 -1.93 -2.36 1.08
O1 -0.44 2.12 -1.62
C6 -1.20 1.41 -2.60
C7 -0.43 0.10 -2.50
O2 -0.80 -0.85 -1.83
O3 0.73 0.19 -3.01
C8 -1.05 2.00 -4.00
C9 -0.93 3.37 -4.20
C10 -0.88 3.89 -5.48
C11 -0.97 3.06 -6.58
C12 -1.09 1.69 -6.39
C13 -1.11 1.16 -5.11
C14 -2.67 1.33 -2.26
C15 -3.51 0.51 -3.00
C16 -4.87 0.47 -2.74
C17 -5.41 1.27 -1.74
C18 -4.58 2.08 -1.00
C19 -3.22 2.12 -1.26
H6 -0.72 3.04 -1.64
H7 -0.86 4.05 -3.36
H8 -0.79 4.96 -5.61
H9 -0.95 3.47 -7.58
H10 -1.17 1.03 -7.24
H11 -1.18 0.10 -4.97
H12 -3.09 -0.12 -3.77
H13 -5.50 -0.18 -3.32
H14 -6.47 1.25 -1.55
H15 -4.98 2.69 -0.20
H16 -2.58 2.77 -0.66
C20 2.20 -0.78 -5.67
Si1 3.21 0.29 -4.44
C21 2.69 2.13 -4.48
C22 5.09 0.02 -4.73
Sb1 2.48 -0.45 -1.98
Si2 4.06 0.98 -0.12
C23 5.57 1.19 -1.28
C24 3.38 2.67 0.40
C25 4.37 -0.35 1.19
Si3 2.13 -3.07 -1.63
C26 0.86 -3.68 -2.90
C27 3.93 -3.56 -2.04
C28 1.68 -3.34 0.21
H17 2.02 -0.24 -6.59
H18 1.24 -1.03 -5.24
H19 2.71 -1.70 -5.93
H20 2.87 2.60 -5.44
H21 3.22 2.72 -3.73
H22 1.63 2.20 -4.27
H23 5.30 -0.02 -5.80
H24 5.43 -0.91 -4.30
H25 5.69 0.82 -4.32
H26 5.36 1.93 -2.05
H27 5.84 0.26 -1.76
H28 6.43 1.54 -0.72
H29 3.14 3.30 -0.46
H30 4.11 3.20 1.00
H31 2.48 2.54 0.99
H32 4.69 -1.30 0.77
H33 3.46 -0.52 1.75
H34 5.13 -0.03 1.91
H35 1.20 -3.50 -3.92
H36 -0.08 -3.16 -2.76
H37 0.66 -4.75 -2.80
H38 4.19 -3.26 -3.05
H39 4.09 -4.63 -1.97
H40 4.63 -3.08 -1.36
H41 0.68 -2.96 0.43
H42 2.38 -2.85 0.88
H43 1.68 -4.40 0.46
C29 2.82 1.18 3.89
C30 1.38 0.99 3.40
C31 0.72 -0.11 4.23
C32 0.60 2.30 3.54
O4 1.37 0.62 2.05
H44 2.81 1.71 4.84
H45 3.41 1.75 3.17
H46 3.30 0.22 4.04
H47 0.82 0.11 5.29
H48 1.20 -1.06 4.02
H49 -0.33 -0.19 3.98
H50 0.49 2.58 4.58
H51 -0.39 2.15 3.10
H52 1.11 3.10 3.01

Values from the calculation:
ΔE to the lowest compared entry with this formula, charge and spin ... 2.947 eV
Total charge ... +1
2S+1 ... 1
E ... -2874.35496 hartree
Highest occupied orbital energy ... -9.74 eV

Here are the Mulliken charges for atoms 1 to 2, given in e: 1.63, -0.66

The following is a DFT calculation (ωB97M-V with the def2-TZVPD basis set) of a molecular structure, C32H53BiNP2 at a distorted geometry.

Positions of all 89 atoms, in Å:
Bi1 -0.02 0.30 0.39
C1 -0.50 -3.16 2.20
C2 0.77 -3.49 1.65
C3 1.11 -2.18 3.52
C4 -0.28 -2.35 3.35
C5 1.77 -2.87 2.46
C6 -1.82 -3.60 1.70
H1 -1.79 -3.82 0.62
H2 -2.59 -2.83 1.87
H3 -2.15 -4.51 2.22
C7 -1.31 -1.77 4.23
H4 -2.32 -2.04 3.90
H5 -1.24 -0.67 4.25
H6 -1.19 -2.11 5.27
C8 1.77 -1.45 4.61
H7 1.37 -1.77 5.59
H8 1.61 -0.36 4.53
H9 2.85 -1.62 4.61
C9 3.23 -2.96 2.27
H10 3.68 -3.66 2.99
H11 3.71 -1.99 2.42
H12 3.48 -3.32 1.26
C10 1.02 -4.37 0.50
H13 1.31 -5.38 0.83
H14 1.84 -4.00 -0.13
H15 0.13 -4.48 -0.13
C11 -1.22 0.93 -4.39
C12 -1.53 -0.40 -4.34
C13 -0.89 -1.45 -5.22
C14 0.60 -1.23 -5.57
C15 1.44 -0.71 -4.43
C16 1.86 0.58 -4.36
C17 1.17 1.75 -4.98
C18 -0.33 1.58 -5.39
H16 -1.47 -1.52 -6.15
H17 0.69 -0.62 -6.48
H18 -1.00 -2.44 -4.76
H19 -0.40 1.11 -6.38
H20 -1.82 1.65 -3.81
H21 -2.52 -0.72 -4.01
H22 -0.73 2.60 -5.53
H23 1.24 2.64 -4.33
H24 2.87 0.81 -3.98
H25 1.73 2.03 -5.89
H26 1.01 -2.22 -5.86
H27 1.89 -1.48 -3.80
P1 -1.46 0.01 -1.68
C19 -3.11 0.64 -1.92
C20 -1.20 -1.78 -1.90
P2 1.88 1.05 -1.25
C21 0.21 0.86 -2.20
C22 2.84 -0.48 -1.51
C23 2.76 2.52 -1.83
H28 -3.24 1.61 -1.40
H29 -3.82 -0.09 -1.50
H30 -3.38 0.79 -2.98
H31 -0.79 -2.01 -2.89
H32 -2.19 -2.26 -1.79
H33 -0.52 -2.20 -1.14
H34 2.61 2.72 -2.90
H35 3.84 2.40 -1.65
H36 2.41 3.39 -1.26
H37 0.00 1.82 -2.68
H38 0.38 0.08 -2.94
H39 3.66 -0.46 -0.77
H40 3.29 -0.55 -2.51
H41 2.25 -1.39 -1.32
C24 -2.28 1.89 4.48
N1 -0.90 1.45 4.56
C25 -0.41 1.38 5.92
C26 0.07 1.94 3.57
C27 -0.50 2.81 2.48
C28 -0.87 4.11 2.86
C29 -1.50 4.96 1.95
C30 -1.71 4.53 0.65
C31 -1.26 3.27 0.23
C32 -0.65 2.40 1.14
H42 -2.85 1.24 5.17
H43 -2.69 1.77 3.47
H44 -2.41 2.93 4.82
H45 0.60 0.96 5.95
H46 -0.39 2.38 6.40
H47 -1.09 0.74 6.49
H48 0.85 2.52 4.11
H49 0.59 1.06 3.14
H50 -0.66 4.43 3.88
H51 -1.83 5.94 2.30
H52 -2.21 5.18 -0.06
H53 -1.38 2.99 -0.81

Values from the calculation:
ΔE to the lowest compared entry with this formula, charge and spin ... 0.000 eV
Total charge ... +1
2S+1 ... 1
E ... -2202.62539 hartree
Highest occupied orbital energy (spin up / spin down) ... -7.45 / -7.45 eV

Here are the Mulliken charges for atoms 1 to 2, given in e: 0.84, 0.13